{"formula": "CH3ClFOP", "method": "wB97M-V/def2-TZVPD", "de_lowest_kj_mol": 136.20, "homo_ev": -10.31, "max_force_ev_per_a": 2.6, "smiles": "COP(F)Cl", "symbols": ["C", "O", "P", "F", "Cl", "H", "H", "H"], "positions_angstrom": [[1.1168, -0.2852, -0.4143], [-0.2457, -0.0297, -0.5836], [-0.9648, 0.6716, 0.7222], [-1.7399, -0.5821, 1.4643], [-2.6323, 1.2873, -0.1555], [1.6923, 0.6048, -0.4385], [1.5248, -0.8902, -1.1357], [1.2487, -0.7764, 0.5411]], "forces_ev_per_angstrom": [[0.0555, 0.4587, 2.2278], [-1.8192, 0.4305, 0.2623], [0.1692, -1.3884, 0.3510], [1.0946, 0.5716, -0.5306], [-0.7684, 0.6423, -0.7566], [0.5076, 1.1211, 0.1593], [0.2952, -1.6537, -2.0017], [0.4655, -0.1822, 0.2886]], "mulliken_charge": [-0.72, -0.19, 0.41, -0.27, -0.16, 0.33, 0.27, 0.33]}